Density functional theory data (ωB97M-V/def2-TZVPD) for C21H28N4O4SSiV as an isolated structure in a non-equilibrium geometry.

Results
Total charge: +2
E_tot: -2968.24352 Ha
2S+1: 2
⟨S²⟩: 0.770
LUMO (spin up / spin down): -8.157 / -7.572 eV

Last column: Mulliken spin population.
Atoms and positions in Å:
V1 -0.46465 0.49626 -1.09185  1.149
C1 4.40755 -0.32329 -3.17932  -0.002
Si1 3.65526 -2.00714 -3.33335  0.001
C2 4.29555 -3.17627 -2.04407  0.000
C3 3.84238 -2.71224 -5.03253  0.000
C4 1.75857 -1.96477 -2.99453  -0.008
C5 1.03510 -3.13768 -3.23431  0.012
C6 -0.33591 -3.25950 -2.99388  -0.012
C7 -0.99585 -2.19791 -2.44649  0.021
N1 -0.32838 -1.05035 -2.20536  -0.034
C8 0.99629 -0.91599 -2.50360  0.012
S1 1.47017 0.76776 -2.15993  -0.111
H1 5.46920 -0.39612 -3.42865  -0.001
H2 4.33900 0.06676 -2.16076  0.001
H3 3.96207 0.40093 -3.86545  0.000
H4 5.38887 -3.19908 -2.06669  0.000
H5 3.93787 -4.19145 -2.23389  0.000
H6 3.98554 -2.88687 -1.03567  0.000
H7 4.88517 -2.62230 -5.34825  0.000
H8 3.22628 -2.19609 -5.77263  0.000
H9 3.58654 -3.77426 -5.04617  0.000
H10 1.56132 -3.99759 -3.63638  0.000
H11 -0.86872 -4.17245 -3.21892  0.000
H12 -2.04715 -2.22705 -2.19871  0.002
C9 -1.44595 1.26569 3.57806  0.001
C10 -0.07154 1.91676 3.45302  0.000
C11 0.89397 1.16374 2.50976  -0.002
C12 2.21922 1.95410 2.36101  -0.001
C13 3.23809 1.28707 1.44259  0.002
C14 1.22160 -0.19868 3.11525  0.000
O1 1.67379 -0.29936 4.21734  0.000
N2 1.00641 -1.35176 2.33940  0.000
C15 0.49852 -1.42499 1.07266  0.004
O2 0.38324 -2.43249 0.43686  -0.001
N3 0.09368 -0.16541 0.54033  -0.016
C16 0.26067 1.03981 1.17243  0.006
O3 -0.17159 1.99742 0.49263  -0.009
H13 -2.05799 1.80865 4.29663  0.000
H14 -1.37443 0.23301 3.93065  0.000
H15 -1.98331 1.27328 2.62314  0.000
H16 0.41801 1.94404 4.42584  0.000
H17 -0.15828 2.94164 3.09180  0.000
H18 2.62315 2.04935 3.36853  0.000
H19 1.96627 2.95242 2.00404  0.000
H20 3.53189 0.30120 1.81211  0.000
H21 4.14193 1.89130 1.38613  0.000
H22 2.85934 1.17557 0.42224  -0.002
H23 1.27472 -2.23071 2.76731  0.000
O4 -2.01692 1.16497 -1.49408  -0.021
N4 -3.15923 1.33236 -0.76589  0.001
C17 -3.53996 0.37716 0.10564  0.004
C18 -4.68233 0.56156 0.83806  0.005
C19 -5.42478 1.72750 0.66290  -0.002
C20 -4.99991 2.68066 -0.25017  0.000
C21 -3.84625 2.46539 -0.96649  -0.002
H24 -2.92299 -0.50616 0.16607  0.004
H25 -4.98780 -0.20573 1.53582  0.000
H26 -6.33010 1.88568 1.23389  0.000
H27 -5.55408 3.59354 -0.41796  0.000
H28 -3.43632 3.14860 -1.69591  0.000

Force components x, y, z for each atom (eV/Å):
2.096 0.733 0.143
-0.052 0.212 0.051
-0.067 -0.062 0.057
0.068 -0.045 0.127
0.001 -0.024 -0.167
0.072 0.044 -0.003
-0.018 -0.007 -0.002
0.170 -0.145 -0.095
0.166 0.242 0.190
0.184 -0.778 -0.493
-0.495 -0.150 -0.129
-0.271 0.037 -0.015
-0.017 -0.005 0.004
0.042 0.021 -0.046
0.049 0.005 0.020
-0.062 -0.041 0.012
0.036 0.012 0.068
0.046 -0.028 -0.057
-0.043 -0.051 -0.013
0.048 -0.023 0.018
0.020 0.026 -0.080
-0.033 0.022 0.001
0.035 0.002 0.007
-0.020 0.043 0.030
0.068 -0.021 -0.002
-0.068 -0.045 0.044
-0.053 -0.042 0.024
0.089 -0.042 -0.046
-0.031 -0.009 0.054
0.010 -0.108 -0.035
-0.013 -0.025 0.024
-0.039 0.202 0.047
0.191 0.390 0.058
-0.121 -0.128 -0.162
0.053 -0.582 1.234
-0.177 -0.138 -0.093
0.144 -0.477 -0.301
0.010 0.001 -0.010
0.001 0.036 -0.012
0.003 -0.007 0.005
0.014 0.035 0.000
-0.004 0.000 0.003
-0.003 0.033 0.014
0.001 0.017 -0.006
-0.009 0.031 -0.008
-0.007 -0.003 0.002
-0.002 -0.003 -0.003
0.018 -0.006 0.009
-2.340 0.683 -0.287
0.297 0.072 -0.053
0.031 0.042 -0.144
-0.165 0.074 0.078
0.005 -0.051 0.034
-0.119 0.033 0.044
0.129 0.062 -0.119
0.080 -0.036 0.002
-0.001 0.016 -0.017
0.007 -0.007 -0.008
0.011 -0.015 0.010
0.036 -0.019 -0.004


Density functional theory data (ωB97M-V/def2-TZVPD) for C21H28N6ORuS as an isolated structure.

Results
Total charge: +3
E_tot: -1713.07646 Ha
2S+1: 2
⟨S²⟩: 0.754
LUMO (spin up / spin down): -8.529 / -10.685 eV

Last column: Mulliken spin population.
Atoms and positions in Å:
Ru1 -0.05395 0.07817 0.33887  0.951
C1 0.42944 -1.03696 -2.34673  -0.006
N1 0.96905 0.05385 -1.45120  0.027
C2 2.40015 -0.20917 -1.10363  -0.011
C3 2.45021 -1.31890 -0.09223  0.011
C4 3.48039 -2.23115 -0.00146  -0.002
C5 3.42710 -3.20366 0.99016  0.005
C6 2.33409 -3.24354 1.84236  -0.003
C7 1.33171 -2.30518 1.68970  0.019
N2 1.39809 -1.35216 0.75126  0.004
C8 0.79416 1.39028 -2.08464  -0.006
C9 -0.64481 1.79896 -1.94081  0.017
C10 -1.29479 2.61297 -2.84635  -0.002
C11 -2.62212 2.95173 -2.61672  0.007
C12 -3.26970 2.43230 -1.50452  0.001
C13 -2.56400 1.60658 -0.65364  0.021
N3 -1.26843 1.31923 -0.84303  -0.039
C14 -0.66869 -1.84747 -1.71138  0.009
C15 -1.27351 -2.89463 -2.38534  -0.001
C16 -2.27913 -3.60842 -1.75559  0.000
C17 -2.65570 -3.25642 -0.46463  0.000
C18 -2.01428 -2.20306 0.14796  -0.005
N4 -1.03888 -1.51238 -0.46799  -0.008
H1 1.24937 -1.69909 -2.62884  -0.002
H2 0.06146 -0.58509 -3.26876  -0.001
H3 2.81315 0.70519 -0.67386  -0.005
H4 2.97170 -0.45042 -2.00150  0.001
H5 4.31003 -2.18738 -0.69454  0.000
H6 4.22498 -3.92832 1.08563  0.000
H7 2.25136 -3.99551 2.61426  0.000
H8 0.45321 -2.29492 2.31947  -0.002
H9 1.10615 1.36972 -3.13011  0.000
H10 1.43368 2.09583 -1.55388  -0.005
H11 -0.77278 2.97452 -3.72264  0.000
H12 -3.14931 3.59499 -3.30909  0.000
H13 -4.30993 2.64867 -1.30646  0.000
H14 -3.04079 1.14130 0.19752  -0.003
H15 -0.95835 -3.14691 -3.38959  0.000
H16 -2.76448 -4.43082 -2.26425  0.000
H17 -3.43406 -3.79192 0.06011  0.000
H18 -2.25760 -1.88933 1.15389  -0.001
C19 2.73565 2.20056 1.64317  0.001
S1 0.95510 2.15102 1.35149  -0.013
C20 0.73564 3.71220 0.47359  0.002
H19 3.27480 2.50772 0.74802  0.000
H20 3.05414 1.20434 1.94679  0.000
H21 2.92727 2.90105 2.45233  0.000
H22 0.87414 4.50903 1.20112  -0.001
H23 -0.28182 3.76059 0.09174  -0.001
H24 1.45365 3.82732 -0.33729  0.001
N5 -2.59838 0.89223 3.20074  0.003
C21 -1.42779 0.25738 3.28535  -0.001
N6 -0.92566 -0.00983 4.48839  0.001
O1 -0.79040 -0.11702 2.25119  0.039
H25 -3.11542 1.17503 4.01810  0.001
H26 -2.98692 1.11575 2.30491  -0.001
H27 -1.39814 0.24119 5.34206  0.000
H28 -0.04004 -0.48004 4.56054  0.000

Force components x, y, z for each atom (eV/Å):
0.262 0.558 0.078
0.019 -0.025 0.010
-0.002 -0.030 -0.039
-0.004 -0.003 -0.022
0.013 -0.023 -0.011
-0.016 -0.011 -0.010
0.006 -0.010 0.005
-0.003 -0.002 -0.004
-0.009 0.001 0.004
0.233 0.191 0.092
-0.002 -0.011 0.011
-0.022 0.021 -0.003
-0.003 -0.003 0.000
-0.013 0.000 0.004
0.005 -0.003 -0.016
0.005 -0.009 0.008
0.039 -0.034 -0.033
-0.007 0.009 0.020
0.024 0.002 -0.007
-0.010 -0.001 0.005
0.004 -0.005 -0.007
0.026 -0.007 -0.016
-0.235 -0.159 0.017
0.007 0.013 -0.008
-0.011 0.012 0.010
-0.025 -0.025 -0.007
0.007 0.015 0.001
0.000 0.003 -0.001
-0.001 0.000 0.000
-0.001 0.001 0.001
-0.001 0.001 0.000
0.006 0.006 -0.005
0.002 -0.036 -0.033
0.001 -0.001 0.002
-0.001 0.000 0.001
-0.001 0.001 0.002
-0.007 -0.010 -0.006
0.000 -0.001 0.000
0.001 0.000 0.000
0.001 0.001 0.001
-0.005 0.000 -0.005
0.011 -0.223 -0.078
-0.101 -0.193 0.140
-0.076 -0.041 -0.041
-0.006 0.011 0.006
0.017 0.026 0.050
0.013 0.027 -0.016
0.027 0.024 -0.019
-0.008 0.013 0.021
-0.013 0.011 0.032
0.018 0.014 -0.014
0.177 0.165 0.072
0.003 -0.017 -0.029
-0.334 -0.244 -0.177
-0.001 0.001 0.003
-0.010 0.003 0.000
-0.005 -0.011 0.001
0.008 0.010 0.011


Density functional theory data (ωB97M-V/def2-TZVPD) for the molecule C21H28N8O3S in a non-equilibrium geometry.

Results
E_tot: -1879.05780 Ha
SMILES string: CCCCn1c(N)c(N(CC)C(=O)CSc2nnnn2-c2cc(C)ccc2C)c(=O)[nH]c1=O
2S+1: 1
LUMO: 0.458 eV

Last column: natural (NBO) charge in e.
Atoms and positions in Å:
C1 -4.19352 -0.48582 -3.61656  -0.606
C2 -4.85047 -0.09370 -2.29656  -0.407
C3 -5.10603 1.41030 -2.18581  -0.406
C4 -3.86927 2.25723 -1.87168  -0.224
N1 -3.40915 2.08425 -0.49762  -0.444
C5 -2.40870 1.20910 -0.13631  0.478
N2 -1.80555 0.46622 -1.07412  -0.811
C6 -2.02591 1.11944 1.19106  -0.183
N3 -1.08342 0.13909 1.61746  -0.429
C7 -1.64469 -1.08145 2.18343  -0.216
C8 -2.20838 -1.99493 1.10279  -0.616
C9 0.23302 0.36871 1.75511  0.707
O1 1.01080 -0.44018 2.22646  -0.651
C10 0.73057 1.69935 1.19731  -0.616
S1 2.35090 1.41603 0.41287  0.318
C11 1.96465 -0.10708 -0.30649  0.205
N4 0.80399 -0.49338 -0.80541  -0.390
N5 0.96606 -1.75872 -1.17178  -0.059
N6 2.13896 -2.16347 -0.93490  -0.046
N7 2.81607 -1.15473 -0.38421  -0.229
C12 4.14331 -1.21987 0.08111  0.185
C13 5.07778 -0.34998 -0.45434  -0.212
C14 6.39071 -0.37077 -0.00269  -0.021
C15 7.39674 0.57868 -0.57501  -0.626
C16 6.72719 -1.28017 0.99045  -0.193
C17 5.78098 -2.13416 1.52995  -0.186
C18 4.46409 -2.12387 1.09449  -0.008
C19 3.41340 -2.99573 1.70083  -0.654
C20 -2.61703 1.93443 2.20810  0.644
O2 -2.33206 1.94459 3.38888  -0.621
N8 -3.61722 2.78043 1.71681  -0.636
C21 -4.05973 2.88932 0.43324  0.797
O3 -4.94601 3.64770 0.11311  -0.625
H1 -4.85949 -0.26277 -4.44717  0.210
H2 -3.97578 -1.55074 -3.62952  0.219
H3 -3.26173 0.04981 -3.78788  0.181
H4 -4.24163 -0.43231 -1.45656  0.200
H5 -5.80911 -0.61104 -2.22572  0.212
H6 -5.53037 1.77038 -3.12462  0.208
H7 -5.83840 1.60236 -1.40025  0.225
H8 -4.15129 3.30992 -1.96139  0.251
H9 -3.05183 2.06548 -2.56653  0.195
H10 -2.11382 0.47424 -2.02736  0.400
H11 -0.93004 -0.01921 -0.86425  0.455
H12 -2.42149 -0.80320 2.90102  0.204
H13 -0.83475 -1.58288 2.71607  0.237
H14 -3.03830 -1.51815 0.58650  0.199
H15 -1.43838 -2.24543 0.37683  0.217
H16 -2.56887 -2.91305 1.55834  0.216
H17 0.05063 2.14118 0.47287  0.240
H18 0.90985 2.39596 2.01602  0.267
H19 4.77862 0.34592 -1.22519  0.217
H20 7.40374 0.51908 -1.66198  0.220
H21 7.14361 1.60194 -0.29942  0.223
H22 8.39428 0.35763 -0.20532  0.218
H23 7.74308 -1.31580 1.35585  0.212
H24 6.06718 -2.81854 2.31472  0.214
H25 2.98224 -3.65687 0.95001  0.237
H26 3.83004 -3.59644 2.50416  0.217
H27 2.60950 -2.37816 2.10461  0.254
H28 -4.07955 3.37381 2.39618  0.431

Force components x, y, z for each atom (eV/Å):
-0.114 -0.078 0.285
-0.081 0.163 -0.170
0.166 -0.133 0.139
-0.446 0.133 -0.330
0.086 -0.092 -0.174
0.178 -0.149 0.461
-0.344 0.220 -0.116
0.263 -0.153 0.066
-0.679 0.129 -0.080
0.014 -0.431 0.092
0.092 0.134 0.202
0.146 0.270 0.049
0.097 -0.051 0.242
0.281 -0.165 -0.268
0.045 0.352 0.151
0.139 -0.239 -0.168
0.637 0.765 0.177
-0.597 -0.730 -0.325
0.762 -1.121 -0.271
-1.166 1.200 -0.050
0.830 -0.224 0.233
-0.061 -0.191 0.110
-0.028 -0.047 0.073
-0.030 0.045 -0.016
-0.039 0.086 -0.090
-0.099 -0.013 -0.060
-0.022 0.111 -0.087
-0.106 -0.086 0.023
-0.107 0.043 -0.445
0.051 -0.007 0.189
-0.106 0.176 0.451
0.129 -0.033 0.163
-0.261 0.188 -0.094
-0.011 0.035 -0.122
0.078 -0.086 -0.088
0.158 0.065 -0.093
-0.056 -0.070 0.077
0.030 -0.042 0.086
-0.073 0.057 -0.031
-0.028 0.095 -0.047
0.185 -0.190 -0.062
0.032 0.051 0.067
-0.032 0.030 -0.002
0.021 0.143 0.021
0.095 0.019 -0.008
-0.172 0.077 -0.006
-0.105 0.010 -0.095
0.053 -0.064 -0.087
-0.082 -0.122 0.015
0.024 -0.010 0.148
-0.036 0.020 -0.010
-0.040 0.048 -0.139
0.071 0.034 -0.069
0.066 0.093 -0.011
0.084 0.028 -0.012
0.115 0.008 0.024
0.005 -0.079 0.082
-0.028 -0.055 0.074
0.033 -0.043 0.056
-0.075 -0.027 0.018
0.059 -0.099 -0.148


Density functional theory data (ωB97M-V/def2-TZVPD) for a 7-piece molecular cluster, C21H28O21 overall in a non-equilibrium geometry.

Results
E_tot: -2396.98494 Ha
SMILES string: O=C1OCCO1.O=C1OCCO1.O=C1OCCO1.O=C1OCCO1.O=C1OCCO1.O=C1OCCO1.O=C1OCCO1
2S+1: 1
LUMO: -0.146 eV

Last column: natural (NBO) charge in e.
Atoms and positions in Å:
O1 -2.63005 3.93382 0.02521  -0.605
C1 -2.76348 4.25599 -1.15232  0.963
O2 -1.82969 4.55137 -1.97971  -0.482
C2 -2.41447 5.22865 -3.13420  -0.105
C3 -3.69479 4.44751 -3.16586  -0.110
O3 -3.94592 4.37935 -1.75166  -0.481
H1 -2.49767 6.31463 -3.09150  0.209
H2 -1.94726 4.92856 -4.07215  0.205
H3 -3.74208 3.51402 -3.72663  0.204
H4 -4.44883 5.14923 -3.52239  0.205
O4 3.57691 1.80633 2.84048  -0.587
C4 3.76311 2.69604 1.97172  0.968
O5 2.94496 2.93405 0.95191  -0.486
C5 3.48279 3.91046 0.11326  -0.099
C6 4.87115 4.08753 0.60282  -0.104
O6 4.93383 3.44717 1.81327  -0.469
H5 3.53452 3.59041 -0.92741  0.199
H6 2.93460 4.85119 0.16443  0.184
H7 5.03442 5.15889 0.71961  0.184
H8 5.64986 3.61612 0.00324  0.209
O7 5.47267 -4.55797 0.79210  -0.566
C7 4.24678 -4.59945 0.53646  0.963
O8 3.49861 -5.75346 0.38555  -0.484
C8 2.16523 -5.47004 0.37776  -0.086
C9 2.12277 -3.95130 0.11315  -0.114
O9 3.41383 -3.47227 0.41568  -0.490
H9 1.60520 -5.98789 -0.40089  0.194
H10 1.87579 -5.72959 1.39607  0.181
H11 1.46679 -3.54805 0.88463  0.203
H12 1.63512 -3.78561 -0.84750  0.199
O10 -6.96449 -4.16281 -0.76555  -0.576
C10 -5.88179 -3.89248 -1.18019  0.967
O11 -5.26195 -2.77741 -0.90836  -0.471
C11 -4.17883 -2.58335 -1.79675  -0.101
C12 -3.93306 -3.99465 -2.20156  -0.093
O12 -5.13488 -4.57729 -2.07296  -0.489
H13 -4.44130 -2.02959 -2.69817  0.169
H14 -3.35288 -2.12483 -1.25299  0.226
H15 -3.10352 -4.41456 -1.63266  0.182
H16 -3.69074 -4.02710 -3.26378  0.182
O13 -0.80336 -2.46600 -0.55547  -0.624
C13 -0.59506 -1.26450 -0.21834  0.994
O14 0.60719 -0.69355 0.24110  -0.518
C14 0.52644 0.70254 0.40066  -0.095
C15 -0.95799 0.95411 0.39292  -0.094
O15 -1.48831 -0.31316 0.00510  -0.474
H17 0.95177 1.11206 1.31690  0.223
H18 1.06401 1.14979 -0.43545  0.170
H19 -1.15647 1.70990 -0.36702  0.198
H20 -1.39741 1.32458 1.31908  0.221
O16 6.38018 0.93788 -0.11671  -0.589
C16 5.57562 0.41370 -0.85647  0.968
O17 4.82600 1.02105 -1.75131  -0.488
C17 3.98434 0.17568 -2.36560  -0.094
C18 4.12182 -1.12420 -1.60690  -0.096
O18 5.25218 -0.86941 -0.80165  -0.463
H21 2.93410 0.46702 -2.38012  0.187
H22 4.32612 -0.03183 -3.37962  0.176
H23 4.28193 -1.93962 -2.31227  0.193
H24 3.31962 -1.34895 -0.90399  0.207
O19 -4.12163 -1.18594 2.14915  -0.571
C19 -3.82699 -0.73665 3.27457  0.965
O20 -4.42841 -0.92315 4.48362  -0.478
C20 -3.91346 -0.04536 5.40713  -0.100
C21 -2.59487 0.31230 4.85614  -0.106
O21 -2.72229 0.03867 3.47055  -0.491
H25 -4.67836 0.73004 5.44949  0.191
H26 -3.75720 -0.57507 6.34685  0.201
H27 -1.80009 -0.23755 5.36022  0.186
H28 -2.28034 1.34370 5.01551  0.204

Force components x, y, z for each atom (eV/Å):
0.041 0.552 -2.480
-1.599 -1.055 4.312
3.288 1.740 -2.008
0.249 -2.336 -1.249
-1.789 2.779 0.531
-1.206 -1.168 -0.329
0.044 -0.215 0.700
1.058 0.327 0.390
0.345 -0.146 0.508
-0.394 -0.510 -0.378
0.593 4.013 -3.269
1.541 -3.405 2.968
-1.060 -0.573 0.253
-0.069 0.700 -1.568
1.560 1.240 -0.939
-2.079 -1.783 2.667
-0.528 -0.291 0.047
-0.366 -0.217 0.165
0.559 -0.046 0.091
-0.127 0.266 -0.469
-5.314 -0.188 -1.244
3.387 0.371 0.893
3.829 0.643 -0.566
-1.331 1.040 0.485
-2.131 -0.728 1.714
1.514 -1.925 -0.655
0.222 -0.371 0.255
-1.005 0.021 -0.185
-0.176 0.410 -0.356
0.960 0.724 -0.320
0.228 -0.735 -0.138
-1.240 -0.150 -0.280
0.268 2.329 0.887
0.679 0.372 0.232
3.213 0.931 -1.698
-2.702 -2.586 0.606
-0.440 0.534 0.347
-0.152 0.052 -0.154
-0.267 -0.555 0.243
0.431 -0.168 0.020
1.155 5.213 1.034
0.600 -1.818 1.416
0.456 -2.744 -0.783
0.020 0.496 0.136
0.024 0.722 -0.822
-1.987 -0.545 -1.040
0.433 -0.774 0.084
-0.143 0.201 -0.054
-0.549 -0.213 -0.049
-0.008 -0.595 0.045
-1.024 -0.326 -1.463
1.717 0.074 2.731
0.733 3.546 0.293
-1.860 -2.468 -1.917
-0.447 -0.486 0.409
0.833 -1.004 0.190
0.160 0.612 0.000
-0.137 0.471 -0.285
0.139 -0.224 0.430
-0.220 -0.045 -0.341
0.593 1.497 4.581
-0.040 -1.290 -3.281
-0.816 -2.061 -2.794
-0.719 0.449 1.566
1.495 1.266 0.217
-0.058 -0.160 -0.255
0.469 0.524 0.631
-0.535 0.240 0.157
0.093 -0.647 -0.570
-0.409 0.203 -0.300